{
  "formula": "C46H132O20",
  "method": "ωB97M-V/def2-TZVPD",
  "max_force_ev_per_a": 2.1,
  "homo_energy_ev": -9.611,
  "de_lowest_ev": 0.000,
  "homo_lumo_gap_ev": 9.913,
  "e_lumo_ev": 0.3020,
  "e_tot_ha": -3336.49701,
  "elements": ["C", "C", "O", "H", "H", "H", "H", "H", "H", "C", "C", "O", "H", "H", "H", "H", "H", "H", "C", "C", "O", "H", "H", "H", "H", "H", "H", "C", "C", "O", "H", "H", "H", "H", "H", "H", "C", "C", "O", "H", "H", "H", "H", "H", "H", "C", "C", "O", "H", "H", "H", "H", "H", "H", "C", "C", "O", "H", "H", "H", "H", "H", "H", "C", "C", "O", "H", "H", "H", "H", "H", "H", "C", "C", "O", "H", "H", "H", "H", "H", "H", "C", "C", "O", "H", "H", "H", "H", "H", "H", "C", "C", "O", "H", "H", "H", "H", "H", "H", "C", "C", "C", "O", "H", "H", "H", "H", "H", "H", "H", "H", "C", "C", "C", "O", "H", "H", "H", "H", "H", "H", "H", "H", "C", "C", "C", "O", "H", "H", "H", "H", "H", "H", "H", "H", "C", "C", "C", "O", "H", "H", "H", "H", "H", "H", "H", "H", "C", "C", "C", "O", "H", "H", "H", "H", "H", "H", "H", "H", "C", "C", "C", "O", "H", "H", "H", "H", "H", "H", "H", "H", "C", "C", "C", "O", "H", "H", "H", "H", "H", "H", "H", "H", "C", "C", "C", "O", "H", "H", "H", "H", "H", "H", "H", "H", "O", "H", "H"],
  "positions_angstrom": [[4.728, -0.976, 1.142], [4.333, -2.079, 2.104], [2.947, -2.005, 2.492], [4.757, -0.013, 1.657], [4.002, -0.864, 0.325], [5.692, -1.213, 0.691], [5.019, -2.114, 2.970], [4.551, -3.063, 1.674], [2.694, -2.926, 2.740], [-0.338, 4.118, 7.106], [-1.335, 3.026, 6.762], [-0.704, 1.781, 6.929], [-0.713, 5.157, 7.086], [0.549, 4.072, 6.480], [0.053, 3.912, 8.096], [-1.764, 3.143, 5.760], [-2.210, 3.084, 7.421], [-0.352, 1.413, 6.097], [3.105, 0.879, 6.382], [3.633, 0.048, 5.224], [2.853, 0.379, 4.099], [3.633, 0.677, 7.316], [2.038, 0.724, 6.558], [3.172, 1.939, 6.138], [3.643, -1.013, 5.471], [4.675, 0.315, 5.040], [2.774, -0.416, 3.540], [-7.227, 2.167, -0.985], [-6.657, 1.655, 0.334], [-5.473, 0.873, 0.075], [-7.390, 1.337, -1.691], [-6.510, 2.815, -1.488], [-8.242, 2.528, -0.854], [-7.376, 1.074, 0.907], [-6.411, 2.466, 1.027], [-5.197, 0.389, 0.871], [1.508, 2.959, -5.270], [1.512, 1.493, -5.644], [1.209, 1.251, -7.025], [1.814, 3.078, -4.227], [0.537, 3.487, -5.397], [2.222, 3.480, -5.921], [0.773, 0.945, -5.092], [2.501, 1.111, -5.487], [0.444, 0.702, -7.184], [-2.925, -3.445, 1.482], [-3.312, -4.931, 1.408], [-4.677, -4.981, 1.825], [-3.500, -2.837, 0.793], [-1.909, -3.206, 1.169], [-3.071, -3.106, 2.522], [-2.694, -5.504, 2.108], [-3.170, -5.275, 0.375], [-5.210, -4.564, 1.144], [-0.879, -1.274, 5.656], [0.048, -0.846, 4.541], [0.120, 0.587, 4.496], [-0.464, -1.086, 6.652], [-1.092, -2.351, 5.585], [-1.820, -0.710, 5.643], [-0.321, -1.300, 3.615], [1.057, -1.250, 4.691], [1.045, 0.752, 4.219], [-0.069, -4.473, 3.305], [1.180, -4.856, 4.048], [2.307, -4.500, 3.222], [-0.029, -3.469, 2.856], [-0.932, -4.487, 3.956], [-0.181, -5.115, 2.435], [1.201, -5.906, 4.276], [1.280, -4.378, 5.037], [2.371, -5.122, 2.498], [-3.032, 1.166, 2.413], [-3.620, -0.019, 3.132], [-4.821, -0.377, 2.430], [-2.667, 0.795, 1.459], [-2.197, 1.622, 2.947], [-3.734, 2.005, 2.297], [-3.881, 0.231, 4.178], [-2.931, -0.860, 3.162], [-5.019, -1.292, 2.630], [0.100, 0.107, 0.822], [0.960, -0.141, -0.422], [0.185, -0.372, -1.582], [-0.396, -0.804, 1.129], [-0.566, 0.943, 0.569], [0.717, 0.489, 1.648], [1.532, -1.039, -0.247], [1.688, 0.682, -0.510], [-0.420, 0.406, -1.666], [-0.673, 4.438, -2.279], [-0.253, 3.206, -1.478], [-1.145, 2.129, -1.772], [0.059, 5.220, -2.114], [-1.657, 4.805, -1.975], [-0.665, 4.106, -3.328], [-0.253, 3.405, -0.404], [0.760, 2.919, -1.742], [-2.039, 2.266, -1.369], [-1.474, 5.000, 2.110], [-2.357, 5.644, 3.116], [-3.549, 4.801, 3.534], [-1.649, 5.895, 4.330], [-0.539, 5.553, 2.014], [-2.027, 4.852, 1.179], [-1.207, 3.967, 2.306], [-2.739, 6.604, 2.745], [-4.184, 4.503, 2.692], [-4.139, 5.273, 4.326], [-3.176, 3.838, 3.863], [-1.137, 6.704, 4.276], [3.477, 0.182, -3.082], [4.397, 1.405, -2.910], [4.249, 2.026, -1.488], [5.733, 1.025, -3.107], [3.644, -0.592, -2.356], [3.585, -0.189, -4.084], [2.427, 0.451, -2.920], [4.141, 2.097, -3.712], [3.236, 1.879, -1.106], [4.555, 3.076, -1.430], [4.898, 1.466, -0.816], [6.112, 1.508, -3.846], [2.224, 3.426, 2.153], [3.770, 3.327, 2.166], [4.463, 4.631, 1.768], [4.145, 2.846, 3.406], [1.691, 2.566, 2.530], [1.772, 3.556, 1.155], [1.990, 4.320, 2.731], [4.066, 2.571, 1.441], [5.540, 4.623, 1.886], [4.031, 5.449, 2.342], [4.323, 4.728, 0.692], [3.655, 2.039, 3.660], [-2.756, 1.662, -5.138], [-4.146, 1.419, -4.595], [-4.901, 2.681, -4.185], [-4.947, 0.654, -5.493], [-2.757, 2.252, -6.058], [-2.155, 0.762, -5.302], [-2.206, 2.188, -4.355], [-4.038, 0.839, -3.676], [-4.387, 3.119, -3.327], [-5.910, 2.502, -3.832], [-4.995, 3.368, -5.029], [-5.869, 0.786, -5.261], [0.208, -3.930, -0.871], [1.454, -4.379, -1.609], [2.717, -3.939, -0.956], [1.439, -5.807, -1.632], [0.265, -4.331, 0.152], [-0.729, -4.274, -1.321], [0.181, -2.847, -0.691], [1.477, -4.018, -2.641], [2.841, -2.851, -1.119], [3.576, -4.452, -1.392], [2.657, -4.086, 0.122], [2.300, -6.076, -1.948], [-3.101, -1.618, -1.869], [-4.566, -1.879, -2.242], [-4.723, -3.301, -2.801], [-5.286, -1.885, -1.038], [-2.468, -1.752, -2.756], [-2.760, -2.321, -1.098], [-2.853, -0.631, -1.432], [-4.957, -1.108, -2.921], [-4.176, -4.023, -2.161], [-4.061, -3.389, -3.676], [-5.727, -3.639, -3.029], [-5.543, -1.000, -0.764], [-0.930, -3.227, -4.454], [-0.380, -2.098, -5.243], [1.138, -2.057, -5.145], [-0.767, -2.194, -6.615], [-0.464, -4.183, -4.765], [-2.011, -3.334, -4.538], [-0.625, -3.072, -3.407], [-0.654, -1.147, -4.807], [1.396, -1.848, -4.098], [1.560, -1.310, -5.804], [1.521, -3.049, -5.413], [-1.706, -2.248, -6.702], [5.777, -2.739, -3.146], [6.812, -3.585, -3.884], [6.499, -5.053, -3.887], [6.904, -3.156, -5.223], [5.855, -1.668, -3.303], [5.783, -3.025, -2.078], [4.792, -3.061, -3.509], [7.786, -3.490, -3.382], [7.058, -5.671, -4.581], [5.428, -5.203, -4.003], [6.596, -5.464, -2.874], [7.508, -2.440, -5.399], [-3.688, 2.773, -0.639], [-3.843, 3.564, -0.123], [-4.251, 2.048, -0.334]],
  "atomic_forces_ev_per_a": [[-0.5, 0.1, 0.0], [0.3, -0.7, 0.1], [0.7, 0.0, -0.1], [0.2, 0.0, 0.0], [0.1, -0.2, 0.2], [0.1, 0.2, 0.1], [-0.4, 0.6, 0.1], [-0.4, 0.0, -0.4], [-0.1, 0.6, 0.1], [0.1, 0.6, 0.2], [-0.1, 0.5, -0.3], [-0.1, -0.8, 0.2], [-0.1, -0.6, -0.1], [0.0, 0.0, -0.5], [-0.1, 0.0, 0.4], [0.3, 0.0, -0.1], [0.2, -0.2, 0.2], [-0.3, 0.4, 0.0], [-0.3, 0.1, 0.1], [0.4, 0.6, 1.2], [-0.3, -0.4, -0.8], [0.1, 0.1, -0.1], [0.1, -0.3, 0.0], [0.3, 0.1, 0.0], [-0.4, -0.2, -0.2], [0.1, 0.1, -0.1], [0.2, -0.1, -0.3], [0.2, -1.3, -0.1], [0.1, -0.1, 0.1], [-0.4, 0.2, -0.5], [0.3, -0.1, 0.3], [-0.4, 0.5, 0.2], [0.1, 0.8, 0.1], [-0.2, -0.4, -0.3], [0.2, 0.3, -0.2], [-0.1, 0.0, 0.5], [-0.4, 0.7, -0.5], [-1.1, 0.0, -0.9], [0.7, 0.9, -0.5], [0.1, 0.0, -0.1], [0.4, -0.6, 0.0], [0.0, 0.0, 0.2], [-0.1, -0.3, 0.9], [0.5, -0.4, 0.3], [-0.2, -0.2, 0.5], [0.5, 0.0, 0.3], [-0.1, 1.7, -0.1], [0.2, -0.8, 0.1], [-0.7, 0.0, 0.1], [0.4, -0.3, 0.2], [0.1, 0.0, -0.4], [-0.4, -0.1, -0.2], [-0.1, -0.3, 0.3], [-0.1, 0.1, -0.2], [-0.2, -0.1, 0.6], [-0.2, -0.1, 0.4], [0.3, -0.6, -0.5], [0.1, 0.0, -0.2], [0.0, 0.3, 0.0], [0.1, -0.2, -0.3], [0.0, 0.5, -0.3], [-0.2, 0.0, 0.1], [-0.2, 0.3, 0.2], [-0.1, 0.5, -0.3], [0.2, 0.8, -0.1], [0.3, -0.2, 0.8], [0.3, -0.1, 0.5], [-0.4, -0.3, 0.0], [-0.4, -0.4, 0.1], [0.0, -0.7, -0.1], [0.1, 0.3, -0.6], [0.0, -0.3, -0.2], [0.3, 0.3, 0.1], [-0.5, 0.7, 0.8], [0.2, 0.0, 0.0], [0.0, 0.4, -0.3], [0.2, -0.4, 0.1], [-0.1, -0.5, -0.2], [0.1, -0.1, -0.4], [0.2, -0.1, -0.1], [-0.2, -0.3, -0.1], [0.8, 1.0, -0.5], [-0.2, 0.0, 0.8], [-0.3, 0.7, 0.0], [-0.5, 0.0, 0.1], [-0.3, -0.4, 0.2], [0.0, -0.3, -0.1], [0.4, -0.4, -0.1], [-0.3, -0.1, -0.3], [0.4, -0.4, -0.1], [0.4, -0.7, 0.1], [-1.1, 0.4, 0.1], [-0.2, -0.5, 0.2], [0.1, 0.3, -0.2], [0.0, -0.1, -0.1], [-0.2, 0.5, 0.2], [0.0, 0.1, 0.1], [0.1, -0.3, -0.2], [0.7, 0.3, -0.2], [0.1, -0.7, -0.9], [-0.7, 0.5, 1.1], [-0.1, -0.6, -0.4], [0.0, -0.2, 0.4], [-0.1, 0.1, -0.5], [0.2, 0.7, -0.4], [0.1, -0.2, 0.9], [0.1, 0.0, -0.2], [-0.1, 0.5, -0.1], [0.1, -0.1, -0.3], [0.2, -0.1, 0.6], [0.1, 0.1, -0.2], [-0.3, 1.1, 0.3], [-1.1, -0.1, 0.8], [0.1, -0.4, -0.7], [1.1, -0.4, -0.1], [0.6, -0.5, 0.3], [0.1, -0.5, -0.4], [0.0, 0.2, -0.2], [-0.3, 0.4, 0.2], [0.0, 0.4, -0.1], [-0.2, -0.1, -0.1], [0.1, -0.1, 0.0], [-0.1, 0.0, 0.1], [0.2, 1.1, -1.0], [-1.1, -1.0, -1.0], [-0.5, -0.6, 0.2], [0.9, 0.1, 1.8], [0.3, -0.4, 0.6], [0.5, 0.2, 0.0], [-0.4, -0.1, 0.2], [0.1, -0.2, -0.5], [0.2, -0.3, 0.4], [0.1, 0.3, -0.2], [-0.4, 0.4, 0.0], [0.1, 0.4, -0.6], [0.2, 0.2, 0.1], [-0.8, -0.3, 0.6], [0.6, 0.2, -0.1], [0.4, -0.1, -0.5], [-0.1, 0.0, 0.1], [-0.5, -0.2, -0.1], [0.0, 0.3, -0.1], [0.2, -0.2, 0.2], [0.1, 0.4, -0.2], [-0.3, -0.5, 0.0], [0.2, 0.2, 0.1], [-0.1, 0.0, 0.0], [0.1, 0.2, 0.8], [-0.4, -0.4, -0.4], [0.3, 1.4, 0.3], [-0.5, -0.1, 0.1], [-0.1, -0.3, -0.2], [0.3, 0.1, -0.1], [0.0, -0.1, -0.6], [-0.3, 0.1, -0.1], [0.2, -0.4, 0.1], [0.1, 0.1, 0.1], [0.2, -0.2, 0.1], [0.2, -0.3, -0.2], [0.6, 0.2, -0.5], [0.6, -0.5, 0.6], [2.0, 0.0, -0.5], [-1.2, -0.2, 1.0], [0.1, 0.1, 0.2], [-0.2, -0.2, -0.3], [-0.6, -0.2, -0.4], [0.1, -0.3, -0.1], [-0.8, 0.3, 0.4], [-0.6, 0.2, -0.3], [-0.1, 0.2, 0.1], [0.2, 0.3, -0.1], [0.5, -1.1, 0.8], [0.6, 0.4, -0.5], [-0.2, -0.9, 0.1], [1.4, 0.4, -0.1], [-0.3, 0.4, 0.0], [0.0, 0.1, 0.1], [-0.4, -0.1, -0.2], [-0.8, 0.5, 0.0], [0.1, 0.1, -0.3], [0.1, 0.2, -0.1], [0.2, 0.2, 0.0], [-1.0, 0.0, 0.2], [-0.6, -1.3, 0.4], [0.9, 0.8, 0.3], [-1.1, -0.6, 1.2], [-0.4, -0.5, -1.1], [0.3, 0.0, 0.1], [0.1, 0.5, -0.3], [0.0, 0.2, -0.1], [0.0, 0.3, -0.1], [0.1, 0.2, -0.1], [-0.2, 0.0, -0.8], [0.6, 0.1, 0.0], [0.2, 0.3, 0.5], [0.8, 0.3, -0.7], [-0.2, 0.0, 0.2], [-0.5, -0.3, 0.3]],
  "lowdin_charge": [-0.07, -0.30, -0.12, 0.07, 0.06, 0.08, 0.12, 0.10, 0.04, -0.09, -0.32, -0.10, 0.07, 0.06, 0.07, 0.09, 0.11, 0.03, -0.06, -0.29, -0.14, 0.08, 0.07, 0.08, 0.12, 0.12, 0.06, -0.07, -0.27, -0.14, 0.08, 0.06, 0.08, 0.12, 0.11, 0.04, -0.08, -0.31, -0.07, 0.06, 0.08, 0.08, 0.09, 0.08, 0.07, -0.10, -0.28, -0.08, 0.04, 0.05, 0.07, 0.10, 0.11, 0.08, -0.07, -0.30, -0.11, 0.08, 0.07, 0.07, 0.09, 0.11, 0.05, -0.09, -0.25, -0.09, 0.07, 0.08, 0.07, 0.11, 0.12, 0.10, -0.07, -0.26, -0.08, 0.06, 0.07, 0.07, 0.12, 0.09, 0.09, -0.05, -0.32, -0.10, 0.06, 0.06, 0.06, 0.08, 0.09, 0.05, -0.06, -0.29, -0.13, 0.07, 0.07, 0.06, 0.09, 0.10, 0.06, -0.06, -0.50, -0.05, -0.05, 0.09, 0.07, 0.07, 0.14, 0.07, 0.09, 0.05, 0.09, -0.06, -0.46, -0.03, -0.04, 0.06, 0.07, 0.07, 0.12, 0.04, 0.07, 0.07, 0.09, -0.03, -0.51, -0.04, -0.05, 0.05, 0.07, 0.08, 0.10, 0.08, 0.08, 0.07, 0.05, -0.04, -0.49, -0.05, -0.05, 0.09, 0.07, 0.06, 0.11, 0.07, 0.06, 0.09, 0.08, -0.04, -0.50, -0.05, -0.04, 0.07, 0.08, 0.07, 0.12, 0.08, 0.08, 0.07, 0.07, -0.04, -0.47, -0.04, -0.07, 0.06, 0.06, 0.08, 0.13, 0.08, 0.06, 0.08, 0.05, -0.06, -0.51, -0.04, -0.03, 0.10, 0.06, 0.06, 0.11, 0.08, 0.07, 0.09, 0.07, -0.05, -0.51, -0.06, -0.04, 0.06, 0.08, 0.07, 0.13, 0.08, 0.07, 0.08, 0.09, -0.05, 0.05, 0.00]
}